{
  "formula": "C14H16",
  "method": "ωB97M-V with the def2-TZVPD basis set",
  "symbols": ["C", "C", "C", "C", "C", "C", "C", "H", "H", "H", "H", "H", "H", "H", "H", "C", "C", "C", "C", "C", "C", "C", "H", "H", "H", "H", "H", "H", "H", "H"],
  "xyz": [[-1.452, -3.629, 1.418], [-0.438, -2.610, 1.662], [0.514, -2.098, 0.805], [1.373, -1.076, 1.174], [1.355, -0.545, 2.454], [0.275, -0.939, 3.288], [-0.524, -1.997, 2.928], [-1.151, -4.634, 1.802], [-1.578, -3.862, 0.329], [-2.461, -3.440, 1.779], [0.478, -2.544, -0.180], [2.286, -0.817, 0.651], [2.053, 0.315, 2.464], [0.200, -0.501, 4.282], [-1.408, -2.170, 3.551], [1.919, 2.705, -2.846], [0.692, 2.091, -2.279], [-0.560, 2.633, -2.654], [-1.731, 2.470, -1.964], [-1.736, 1.499, -0.945], [-0.557, 0.915, -0.557], [0.650, 1.110, -1.299], [1.651, 3.769, -2.921], [2.095, 2.295, -3.841], [2.868, 2.650, -2.339], [-0.579, 3.476, -3.357], [-2.536, 3.139, -2.228], [-2.638, 1.142, -0.494], [-0.523, 0.183, 0.285], [1.463, 0.468, -0.969]],
  "smiles": "Cc1ccccc1.Cc1ccccc1",
  "homo_lumo_gap_ev": 9.62,
  "e_above_lowest_ev": 1.487,
  "energy_ev": -14776.2786
}